[1]
This record from the Open Molecules 2025 dataset describes a cluster of 2 separate species, C14H29N2O2 in total at a distorted geometry. The level of theory is ωB97M-V/def2-TZVPD.

Each atom is followed by the atoms it is bonded to, with distances in Å.
Cartesian coordinates (Å):
1 C 3.9209 -1.2209 0.7596  C2 1.354, H18 1.089, H19 1.086
2 C 2.5788 -1.3951 0.8157  C1 1.354, C3 1.511, H20 1.090
3 C 1.5872 -0.2684 0.9874  C2 1.511, C4 1.559, H21 1.088, H22 1.097
4 C 0.5021 -0.3093 -0.1316  C3 1.559, C5 1.549, C8 1.553, C17 1.566
5 C 1.1480 -0.6038 -1.5080  C4 1.549, C6 1.540, H23 1.090, H24 1.093
6 C 2.3113 0.3024 -1.9523  C5 1.540, N7 1.477, H25 1.088, H26 1.093
7 N 1.9304 1.4532 -2.7955  C6 1.477, H27 1.011, H28 1.010
8 C -0.4550 -1.4885 0.1929  C4 1.553, C9 1.529, H29 1.089, H30 1.093
9 C -1.9190 -1.2072 -0.1487  C8 1.529, C10 1.525, C11 1.548, N12 1.487
10 C -2.1815 -1.0042 -1.6372  C9 1.525, H31 1.091, H32 1.085, H33 1.090
11 C -2.7779 -2.4071 0.3179  C9 1.548, H34 1.092, H35 1.085, H36 1.088
12 N -2.3063 -0.0354 0.6807  C9 1.487, O13 1.277, C14 1.490
13 O -2.2832 -0.3023 1.9296  N12 1.277
14 C -1.6646 1.2566 0.3061  N12 1.490, C15 1.538, C16 1.544, C17 1.562
15 C -1.6477 2.1382 1.5663  C14 1.538, H37 1.087, H38 1.088, H39 1.092
16 C -2.5110 2.0119 -0.7418  C14 1.544, H40 1.090, H41 1.089, H42 1.087
17 C -0.1870 1.0958 -0.1750  C4 1.566, C14 1.562, H43 1.090, H44 1.087
18 H 4.4516 -0.6261 1.5011  C1 1.089
19 H 4.5224 -1.6331 -0.0456  C1 1.086
20 H 2.1769 -2.4041 0.7222  C2 1.090
21 H 2.1334 0.6716 0.9462  C3 1.088
22 H 1.0446 -0.3660 1.9353  C3 1.097
23 H 1.5057 -1.6337 -1.5243  C5 1.090
24 H 0.3928 -0.5473 -2.2968  C5 1.093
25 H 2.8874 0.6738 -1.1074  C6 1.088
26 H 2.9857 -0.3152 -2.5508  C6 1.093
27 H 0.9659 1.3890 -3.0906  N7 1.011
28 H 2.0291 2.3147 -2.2780  N7 1.010
29 H -0.4022 -1.7626 1.2454  C8 1.089
30 H -0.1446 -2.3570 -0.3933  C8 1.093
31 H -3.2585 -0.9575 -1.8046  C10 1.091
32 H -1.7124 -0.1229 -2.0628  C10 1.085
33 H -1.8300 -1.8906 -2.1649  C10 1.090
34 H -3.2061 -2.9047 -0.5542  C11 1.092
35 H -3.6039 -2.0815 0.9421  C11 1.085
36 H -2.1779 -3.1567 0.8292  C11 1.088
37 H -0.9040 1.8113 2.2881  C15 1.087
38 H -2.6341 2.2104 2.0186  C15 1.088
39 H -1.3688 3.1435 1.2447  C15 1.092
40 H -3.5563 1.7057 -0.6952  C16 1.090
41 H -2.1669 1.8262 -1.7584  C16 1.089
42 H -2.4548 3.0854 -0.5781  C16 1.087
43 H 0.4023 1.7748 0.4405  C17 1.090
44 H -0.1032 1.4706 -1.1924  C17 1.087
45 O 2.8263 1.2326 3.9319  H46 0.962, H47 0.962
46 H 1.9750 0.8920 4.2229  O45 0.962
47 H 3.1789 0.5414 3.3630  O45 0.962

Orbital gap (spin up / spin down) = 9.023 / 9.027 eV
Energy relative to the best compared isomer or geometry (same formula, charge and spin) = 205.6 kJ/mol
E_HOMO (spin up / spin down) = -0.309 / -0.321 Ha
2S+1 = 2

Atomic partial charges in e from the Löwdin method, atoms 1 to 8: 0.00, -0.17, -0.16, -0.38, -0.15, -0.25, 0.00, -0.09

---

[2]
This record from the Open Molecules 2025 dataset describes the molecule C14H29N2O2P. The level of theory is ωB97M-V/def2-TZVPD.

Each atom is followed by the atoms it is bonded to, with distances in Å.
Cartesian coordinates (Å):
1 O -0.3801 -2.1623 0.9170  P2 1.472
2 P -0.1102 -1.2745 -0.2259  O1 1.472, O3 1.609, C4 1.843, C12 1.851
3 O -1.0705 -1.6062 -1.4738  P2 1.609, H20 0.961
4 C 1.5347 -1.4250 -1.0431  P2 1.843, N5 1.445, H21 1.091, H22 1.104
5 N 2.4532 -0.4891 -0.4359  C4 1.445, C6 1.456, C11 1.453
6 C 3.6584 -0.2690 -1.2232  N5 1.456, C7 1.534, H23 1.093, H24 1.100
7 C 4.0350 1.2152 -1.3082  C6 1.534, C8 1.529, H25 1.092, H26 1.092
8 C 3.8071 1.9842 -0.0070  C7 1.529, C9 1.529, H27 1.091, H28 1.092
9 C 4.2477 1.2279 1.2472  C8 1.529, C10 1.528, H29 1.093, H30 1.091
10 C 3.1318 0.3486 1.8084  C9 1.528, C11 1.528, H31 1.092, H32 1.092
11 C 2.7571 -0.8511 0.9386  N5 1.453, C10 1.528, H33 1.092, H34 1.105
12 C -0.4066 0.5300 0.0611  P2 1.851, N13 1.446, H35 1.090, H36 1.098
13 N -1.8456 0.6654 0.0981  C12 1.446, C14 1.452, C19 1.455
14 C -2.3384 1.9762 -0.2856  N13 1.452, C15 1.530, H37 1.093, H38 1.104
15 C -3.7106 1.9057 -0.9578  C14 1.530, C16 1.528, H39 1.092, H40 1.093
16 C -4.7853 1.1916 -0.1402  C15 1.528, C17 1.530, H41 1.091, H42 1.093
17 C -4.5308 -0.3137 -0.0375  C16 1.530, C18 1.530, H43 1.092, H44 1.092
18 C -3.6373 -0.7137 1.1378  C17 1.530, C19 1.533, H45 1.092, H46 1.092
19 C -2.4270 0.2037 1.3495  N13 1.455, C18 1.533, H47 1.091, H48 1.101
20 H -1.9623 -1.7092 -1.1311  O3 0.961
21 H 1.3833 -1.1638 -2.0918  C4 1.091
22 H 1.8633 -2.4774 -0.9854  C4 1.104
23 H 3.5065 -0.6421 -2.2397  C6 1.093
24 H 4.5001 -0.8360 -0.7982  C6 1.100
25 H 5.0867 1.2792 -1.5960  C7 1.092
26 H 3.4483 1.6932 -2.0950  C7 1.092
27 H 2.7454 2.2169 0.0864  C8 1.091
28 H 4.3475 2.9312 -0.0749  C8 1.092
29 H 4.5225 1.9511 2.0190  C9 1.093
30 H 5.1332 0.6271 1.0341  C9 1.091
31 H 2.2465 0.9708 1.9553  C10 1.092
32 H 3.4301 -0.0355 2.7866  C10 1.092
33 H 1.8693 -1.3185 1.3692  C11 1.092
34 H 3.5745 -1.5936 0.9736  C11 1.105
35 H 0.0004 1.0633 -0.7978  C12 1.090
36 H 0.1012 0.8819 0.9684  C12 1.098
37 H -1.6395 2.4203 -0.9991  C14 1.093
38 H -2.3950 2.6503 0.5873  C14 1.104
39 H -3.6037 1.3919 -1.9153  C15 1.092
40 H -4.0332 2.9295 -1.1624  C15 1.093
41 H -4.8554 1.6297 0.8566  C16 1.091
42 H -5.7449 1.3545 -0.6371  C16 1.093
43 H -4.0801 -0.6475 -0.9743  C17 1.092
44 H -5.4829 -0.8385 0.0696  C17 1.092
45 H -3.2862 -1.7358 0.9832  C18 1.092
46 H -4.2237 -0.7079 2.0591  C18 1.092
47 H -1.6761 -0.3566 1.9086  C19 1.091
48 H -2.7225 1.0660 1.9662  C19 1.101

Orbital gap = 9.384 eV
Energy relative to the best compared isomer or geometry (same formula, charge and spin) = 0.0 kJ/mol
E_HOMO = -0.314 Ha
SMILES string = O=P(O)(CN1CCCCCC1)CN1CCCCCC1

Atomic partial charges in e from the Löwdin method, atoms 1 to 8: -0.31, 0.61, -0.15, -0.23, -0.22, -0.20, -0.18, -0.21